The following is a DFT calculation (wB97M-V/def2-TZVPD) of a cluster of 9 separate species, C62H81BF9N9O9PS in total at a distorted geometry.

Output
**Lowest unoccupied orbital energy**: 1.58 eV
**E**: -142698.8256 eV
**Net charge**: -1
**Frontier orbital gap**: 5.190 eV
**Molar mass**: 1341.219 g/mol
**Spin multiplicity**: 1

Structure (XYZ):
```
173
Properties=species:S:1:pos:R:3:forces:R:3
S 1.48562 -3.89953 1.96018 -0.23 -2.43 0.69
P -1.50667 0.04605 -4.34674 0.94 -2.47 -2.60
F 1.43775 -0.79400 1.32297 -0.60 -0.68 0.25
F 1.94184 -2.87486 3.09799 -0.46 0.15 -0.68
F 3.64064 -2.78667 0.94356 -0.05 0.33 0.62
F 2.34996 -3.67728 -0.49567 -0.12 -0.04 -0.20
F 0.09787 -3.17481 1.71686 0.63 0.15 0.06
F 1.07494 -5.07043 0.93120 -0.13 0.71 0.35
F 0.66277 -1.69140 -0.57164 -0.59 -0.64 0.91
F 0.77574 -4.77163 3.10421 0.31 0.48 -0.25
F 2.84965 -4.75053 2.24700 -0.50 0.46 -0.06
O -4.51434 3.47023 -0.87119 -1.30 -0.36 1.36
O 1.29597 0.88740 -5.07332 -0.76 0.68 -0.16
O -3.24794 5.25722 -4.18407 1.25 0.12 -0.72
O -2.06470 1.68771 -4.36671 0.33 0.06 1.35
O -0.67850 0.27123 -2.85102 -0.72 0.75 0.35
O -3.46708 3.68741 -1.75325 1.10 -0.27 -0.82
O -4.07235 7.27959 -4.14562 -0.95 1.08 0.42
O -5.36439 -0.04587 -3.35940 -0.59 0.13 0.48
O -4.61178 0.10519 -5.41656 0.40 -0.93 -0.02
N -2.24545 1.49891 4.37288 0.00 0.18 0.18
N 6.70903 -1.02478 4.46274 -0.20 -0.12 0.14
N 1.57277 -1.91161 13.60150 0.06 -0.27 0.00
N 2.07155 4.57265 -4.99848 0.19 0.14 -0.19
N -7.90723 -1.15408 -5.47895 -0.17 -0.14 0.13
N 2.71691 1.12834 8.90013 0.11 -0.11 0.27
N 2.22048 -2.29638 -6.90228 0.23 -0.16 -0.15
N 8.06008 -5.86016 1.19950 -0.17 -0.09 0.18
N -7.24144 2.47072 0.56573 -0.20 0.25 0.23
C -6.87240 3.35900 1.49490 0.14 -0.21 -0.21
C 5.74436 -1.71531 3.85087 0.21 0.13 -0.03
C 2.18535 0.20027 -1.63519 0.33 0.73 0.11
C -1.29473 3.79014 -3.57265 0.07 0.32 0.38
C -9.94588 -2.56013 -4.20113 -0.06 -0.05 0.08
C 5.89472 -5.81621 2.23629 0.02 -0.01 0.03
C 3.02002 -4.09434 -8.27580 0.05 0.04 0.01
C 3.47490 -1.85472 -6.81674 -0.19 0.11 0.11
C -1.52058 3.10904 2.61786 1.03 -0.64 0.59
C 3.28157 4.06924 -5.24960 -0.19 -0.12 0.14
C 3.81858 -0.03930 11.17643 0.13 -0.05 0.13
C 8.40689 -6.82201 2.05667 0.07 0.13 -0.17
C 6.66571 -0.97514 5.79525 0.12 0.07 -0.18
C 4.31697 -3.61756 -8.17541 0.08 -0.05 -0.05
C -9.11699 3.75750 2.17872 -0.07 0.06 0.08
C 2.69154 6.51054 -6.27129 0.04 -0.02 0.00
C 6.27645 -6.81666 3.11461 -0.04 -0.04 0.07
C 0.52249 2.14928 -2.02348 -0.28 0.88 1.24
C 1.45032 1.43509 -1.01512 0.78 -0.29 -0.45
C 4.24881 4.72293 -5.99771 -0.03 0.06 -0.02
C 1.79832 5.77502 -5.50786 -0.11 -0.18 0.13
C 4.55412 -2.47290 -7.43182 -0.04 -0.05 -0.03
C -1.83868 2.40096 -3.14786 -1.06 0.20 -0.74
C 4.16762 -0.49257 9.91454 -0.05 0.07 -0.01
C -3.25302 6.53678 -4.57449 -0.46 -0.23 0.20
C -0.88575 1.52770 -2.18341 -0.10 -1.02 -0.87
C 3.94271 5.96953 -6.51832 0.07 0.05 -0.05
C 2.39397 1.54743 10.12542 -0.03 0.02 -0.25
C 1.53181 -4.05560 14.67989 0.00 0.00 -0.04
C 2.91399 1.00263 11.29015 0.02 0.00 -0.03
C 2.80021 -0.75193 -0.58803 -0.01 -0.29 -0.07
C -4.42112 -0.19462 -4.10895 0.26 0.08 0.82
C -8.79473 -1.87512 -6.16795 0.20 0.12 -0.05
C 6.81967 -5.37706 1.30116 0.23 0.01 -0.11
C -3.10187 -0.70653 -3.54721 -0.43 0.46 -0.29
C -1.02105 1.57813 -7.72237 0.03 -0.36 -0.47
C -1.65730 2.33733 0.20701 -0.70 -1.01 -0.13
C 1.76811 -2.54304 12.44169 -0.06 0.23 0.05
C -8.03893 -1.13584 -4.14857 0.08 0.23 0.02
C -9.82730 -2.59030 -5.58271 0.01 0.02 0.04
C 1.72189 -1.55203 0.23428 2.21 1.76 -1.78
C -0.95919 2.08560 1.56796 0.06 1.87 -0.34
C 2.35800 -2.92634 0.59993 -0.45 0.12 -0.42
C 5.68842 -1.59483 6.55827 0.02 -0.07 -0.10
C 3.59213 0.12422 8.81334 -0.19 0.16 -0.11
C -8.54876 2.23025 0.44732 0.24 -0.11 -0.14
C -0.21431 0.37699 -7.10177 -0.38 0.12 -0.30
C -2.11396 4.48780 -4.67485 0.59 0.12 -0.56
C 4.69532 -2.30478 5.90204 -0.05 -0.06 0.06
C -0.81599 -1.78921 -4.49955 0.21 0.42 0.60
C -1.54870 1.15442 -0.82487 0.79 0.77 0.64
C 1.85405 -3.92141 12.31878 0.00 -0.02 0.07
C -9.52182 2.84283 1.22131 0.01 0.01 0.03
C 2.01298 -3.39760 -7.62386 -0.15 0.15 0.13
C -7.76567 4.02299 2.32229 -0.04 -0.04 -0.02
C -9.03493 -1.82030 -3.46566 -0.13 -0.10 -0.21
C 7.55883 -7.33419 3.02608 -0.04 0.03 -0.01
C 4.71951 -2.36850 4.51889 0.09 0.00 0.07
C 1.45767 -2.67142 14.69273 0.00 0.22 -0.08
C 1.73352 -4.69016 13.46477 0.02 -0.10 -0.01
C -3.31818 2.59270 -2.66121 -0.05 0.21 -0.62
C -1.24262 2.53280 4.05827 -0.34 0.43 -1.46
B -0.00756 0.49128 -5.50861 0.72 0.30 -0.15
H 7.89441 -8.11677 3.69379 0.02 0.01 -0.02
H 9.42104 -7.19358 1.95184 -0.02 -0.04 0.05
H -2.18315 -0.27327 -5.60205 -0.32 0.65 0.18
H 5.21488 4.26664 -6.16779 -0.03 -0.02 0.02
H -3.07829 -1.79113 -3.76684 0.08 0.51 -0.10
H 3.60911 -0.95728 -6.22065 0.01 0.00 -0.01
H 3.47426 -1.44194 -1.12792 -0.36 0.13 0.35
H 6.56514 -4.59771 0.59062 -0.07 0.00 0.04
H -8.66021 -1.87209 -7.24483 -0.06 -0.04 0.00
H -10.51951 -3.15642 -6.19211 0.03 0.01 -0.02
H -3.90021 2.84755 -3.57300 0.29 -0.17 0.36
H -8.81859 1.50406 -0.31253 -0.05 0.03 0.01
H 1.79613 -5.77039 13.41177 0.00 0.02 0.00
H 1.67910 2.36257 10.16321 0.01 -0.01 0.06
H -0.24343 3.73831 -3.94590 -0.79 -0.23 0.27
H 7.46113 -0.40594 6.26495 -0.03 -0.02 0.06
H 1.07519 2.25720 -2.97037 -0.56 -0.29 0.11
H 0.98105 -3.72964 -7.67591 0.02 -0.04 -0.01
H -3.15345 -0.62193 -2.44913 -0.24 0.02 -0.44
H -2.73615 2.45596 0.42788 0.51 0.10 -0.15
H 5.13251 -4.13153 -8.67072 -0.02 0.01 0.01
H -5.80508 3.53827 1.56728 -0.02 0.04 -0.02
H 4.24648 -0.49412 12.06193 -0.03 0.01 -0.01
H -1.35852 3.28221 -0.27750 0.07 -0.30 0.49
H -0.79925 -0.53835 -7.32289 0.35 0.30 0.25
H 0.11513 2.34707 1.47994 -0.37 -0.49 0.06
H 2.79322 -4.98525 -8.84668 -0.02 0.02 0.01
H -7.40973 4.73058 3.05919 0.03 -0.01 -0.03
H -1.44593 -2.33759 -5.22115 0.31 0.06 0.36
H 3.04391 0.62752 -2.19508 -0.35 -0.37 0.14
H -0.46491 1.93423 -8.61217 -0.29 0.21 0.51
H -7.30284 -0.53929 -3.62203 -0.05 -0.09 0.02
H -1.29369 4.46116 -2.68940 0.09 -0.20 -0.38
H -10.73904 -3.10780 -3.70533 0.01 0.00 -0.02
H -2.54299 6.94708 -5.32363 0.36 -0.97 0.18
H 3.40659 -0.22432 0.17050 -0.19 -0.09 -0.41
H 4.67019 6.51272 -7.10961 -0.02 -0.01 0.01
H -5.19192 2.91698 -1.30220 0.25 0.22 -0.23
H 1.29776 -2.13117 15.61990 0.00 -0.06 0.03
H 3.91213 -2.80263 6.46199 0.00 0.02 -0.02
H -0.21608 2.12486 4.00735 -0.50 -0.07 0.38
H -2.59741 3.28252 2.44356 0.35 -0.06 0.24
H -10.56829 2.60833 1.07755 0.02 -0.02 -0.02
H -9.84605 4.25741 2.80547 0.01 -0.01 -0.02
H 1.55030 1.63257 -5.64475 0.29 -0.57 -0.03
H 0.73485 0.27398 -7.66387 -0.22 0.03 0.39
H 0.37769 3.18363 -1.63824 0.15 -0.44 -0.19
H -2.16842 0.70706 3.73608 0.24 0.20 0.13
H 4.90417 -5.38651 2.27476 0.10 -0.02 -0.04
H 5.55249 -2.06789 -7.32978 -0.02 0.01 0.02
H 3.96505 -2.91107 3.97159 0.07 0.00 -0.01
H -1.42955 5.20652 -5.17348 -0.31 -0.34 0.19
H 5.58298 -7.18846 3.85940 0.01 0.01 -0.02
H -1.22055 2.40717 -7.02327 0.23 -0.27 -0.24
H 0.80794 6.15892 -5.28549 0.02 0.05 -0.03
H -1.24771 3.33280 4.81719 -0.17 -0.41 -0.15
H 2.41380 7.48082 -6.66113 -0.02 -0.02 0.02
H 1.57591 -0.31890 -2.39111 0.05 0.10 0.54
H 5.70541 -1.52315 7.63695 0.07 0.00 -0.02
H -9.09253 -1.77297 -2.38647 0.05 0.02 -0.01
H 3.83500 -0.19236 7.80596 0.01 -0.01 0.02
H 2.25828 2.15706 -0.76405 -0.42 -0.30 0.07
H -2.00329 1.25164 -8.11225 0.37 0.10 0.37
H 2.61728 1.38320 12.25819 -0.03 -0.02 -0.02
H -0.87176 -2.22418 -3.48221 0.22 -0.12 -0.53
H 5.80672 -1.74032 2.76788 -0.07 -0.04 0.01
H -1.02894 1.04294 1.92074 -0.20 0.33 -0.25
H -3.76133 1.65717 -2.27962 0.38 0.42 0.18
H -0.99225 4.07782 2.51030 -0.32 -0.39 -0.14
H 0.23642 -1.75775 -4.84608 -0.36 -0.39 0.20
H 1.43375 -4.62069 15.59725 -0.01 0.03 0.00
H 0.98501 1.16800 -0.05697 -0.12 0.15 -0.49
H -3.14736 1.91172 4.12933 0.13 -0.18 0.27
H -0.90741 0.36479 -0.38916 -0.34 0.28 -0.28
H 1.85932 -1.89930 11.57377 -0.02 -0.08 -0.04
H -5.57113 -0.02051 -5.56063 0.21 0.38 0.10
H -2.54300 0.70260 -0.94322 0.43 0.15 -0.30
H 2.01162 -4.37904 11.35126 -0.01 0.04 0.00
H -2.48053 3.81270 -5.46416 0.13 -0.03 0.56
H 4.87032 -1.30604 9.78717 -0.01 0.01 0.01
H 3.47349 3.08899 -4.82388 0.04 0.00 -0.01
```
Forces are in eV/Å.